(1)
Formula: C15H37AlBBeClIN3O10
Source: the Open Molecules 2025 dataset
Level of theory: the ωB97M-V functional and the def2-TZVPD basis

Structure (XYZ):
```
70
Properties=species:S:1:pos:R:3:forces:R:3
Al 0.0569 0.9688 5.6769 1.24 2.61 2.04
C 0.0875 -1.0755 3.8927 0.62 -0.90 -0.53
C 4.2375 -4.9233 1.3368 0.20 -0.33 0.09
H -2.5351 4.3318 0.0010 -0.07 -0.03 -0.26
H -4.3620 6.2662 2.7961 0.08 -0.10 0.00
Cl 1.5550 2.6839 7.0958 -1.45 -1.77 -1.50
H -0.1358 1.4991 3.5688 -0.19 0.08 0.21
O 1.5784 2.9127 -2.4185 0.03 -0.32 0.04
H -4.9945 2.4088 -0.8862 0.08 0.06 0.07
H -1.8664 -2.0164 6.0838 -1.12 -0.41 -0.59
O 3.7738 -3.5659 3.2761 -0.01 -0.31 0.41
C 1.0094 2.0665 -3.0931 -0.23 0.36 0.30
H -2.3158 -4.3841 4.6423 1.01 0.81 -0.35
C 1.3509 -0.8445 -8.2407 0.27 0.61 3.63
H 1.4121 -2.7955 4.1315 -1.16 0.22 -0.28
H 0.7969 1.2791 -6.2005 -0.09 -0.21 -0.44
H -2.5632 2.7527 2.5989 0.10 0.06 -0.06
H 3.9887 -5.5976 3.3840 -0.15 0.01 0.31
Be 5.3509 -6.8763 3.7936 0.20 -0.12 0.09
O 6.0670 1.1415 -3.6627 -0.19 -0.05 -0.15
H -3.5621 -2.7038 5.7259 0.87 0.57 -0.46
H 2.4880 -5.0195 2.6068 0.04 -0.46 0.19
H -0.9366 -0.7513 3.5562 0.80 -0.48 0.68
H -2.0200 -3.2133 3.2811 0.40 -0.17 1.05
C -3.5440 2.7217 0.6850 -0.15 0.27 -0.47
H -0.5247 1.7582 -1.6476 0.00 0.09 -0.23
H 3.3979 -2.9070 2.6807 0.19 0.00 -0.03
H -4.3130 2.8416 2.7396 -0.15 0.02 -0.15
C -4.5037 5.3459 2.2284 0.08 0.36 0.00
C -4.8976 2.9886 0.0341 -0.21 -0.13 -0.02
C 1.4449 -1.2752 -9.7210 -0.25 -0.42 -2.42
H 0.7029 -0.7597 -10.3273 -0.01 0.09 0.33
N -2.4929 3.3233 -0.1401 0.08 -0.09 0.63
C 1.0079 0.7579 -5.2497 0.57 -0.25 0.61
H -0.0753 0.3024 -2.5501 -0.14 0.00 -0.13
O -3.2982 4.5965 2.3046 -0.18 -0.55 0.05
H -3.3958 1.6355 0.6888 0.09 0.02 0.12
H 0.2656 -3.0216 2.7594 -0.32 0.68 0.94
H 0.1024 0.2727 -4.8968 0.03 0.13 0.01
N 1.5174 1.7205 -4.3119 -0.04 0.17 -0.11
O 4.6544 -0.1980 -4.5196 -0.27 -0.04 -0.12
H -1.5864 3.0654 0.2441 0.05 -0.05 -0.16
H 1.7784 0.0085 -5.4186 -0.07 0.05 -0.14
O 1.1000 -0.3996 3.0956 -2.47 1.91 0.46
H 4.0892 -5.9069 0.8846 -0.02 0.07 -0.08
H 5.3101 -4.7353 1.4283 -0.04 -0.02 0.01
H 0.2915 -0.7787 5.0083 -0.42 -0.99 -1.03
C -2.6160 -2.3046 5.2834 1.37 0.02 -0.88
O 4.5687 1.8803 -4.9797 -0.35 0.05 -0.11
H -2.7739 -1.3953 4.6343 -0.35 -0.78 0.86
H -1.0639 1.5804 -3.3225 -0.01 -0.14 0.04
O -0.4481 -3.3890 4.7345 -0.19 0.56 -1.40
C 3.5648 -4.8407 2.6929 -0.31 1.28 -1.05
C -3.4594 3.2002 2.1513 0.27 0.24 0.26
H 3.8374 -4.1640 0.6621 -0.08 -0.09 0.03
H 2.4379 -1.0390 -10.1036 0.06 0.07 0.45
H -4.7107 5.6267 1.1941 -0.16 -0.04 0.02
B 0.5729 0.9020 2.7972 2.29 -1.63 -1.96
N 5.1021 0.9419 -4.3850 0.46 -0.02 0.36
H -5.3527 4.8043 2.6531 0.03 -0.07 -0.07
O 0.4649 -0.0034 -8.0052 0.10 -0.08 -1.05
C -1.8436 -3.3944 4.3810 -1.80 0.17 0.96
H 2.3632 2.2249 -4.5564 0.05 -0.08 -0.06
C -0.2456 1.3784 -2.6291 0.01 -0.06 0.04
H -5.0329 4.0364 -0.2354 0.07 -0.02 0.06
I 1.0781 1.7411 0.8606 -0.31 -0.23 1.37
C 0.3320 -2.6383 3.8243 1.27 -0.21 0.42
H 1.2766 -2.3494 -9.7967 0.05 0.06 0.43
O 2.1713 -1.3969 -7.4981 -0.14 -0.07 -1.27
H -5.7158 2.6975 0.6970 0.03 0.04 -0.03
```
Forces are in eV/Å.

Summary:
Total charge: +2
HOMO energy in eV: -12.696

=====

(2)
Formula: C11H19N2
Source: the Open Molecules 2025 dataset
Level of theory: the ωB97M-V functional and the def2-TZVPD basis

Structure (XYZ):
```
32
Properties=species:S:1:pos:R:3:forces:R:3
C -0.6956 -4.2841 0.1275 -0.14 -0.42 0.16
H 2.1105 -2.3967 0.8047 0.26 -0.10 -0.23
C 0.0393 0.5624 0.9994 -0.15 0.38 -0.11
H -2.7978 0.9780 -0.7615 -0.01 -0.03 0.15
H -0.1586 2.6796 -0.9405 0.04 -0.22 -0.02
H -2.3808 1.9838 0.6429 -0.03 -0.16 0.01
H -0.9187 1.5558 -2.0921 0.20 0.04 0.10
H -1.6964 -2.0752 -0.4812 0.99 0.30 0.14
H -1.4734 -4.6774 -0.5343 0.14 0.10 0.12
C 1.7735 -4.2812 -2.0241 -0.06 0.66 0.46
C 2.4249 -2.9651 -0.0741 -0.56 0.10 -0.15
H -0.0088 -5.0871 0.3792 0.04 0.10 -0.02
H -1.1398 -3.8863 1.0453 0.07 -0.12 -0.23
N 0.0398 -3.2039 -0.5629 -1.73 2.68 -0.15
C 4.1211 -3.9707 -1.4772 -0.42 0.16 0.15
H 1.0006 -4.7168 -2.6483 0.04 0.08 0.00
H -2.5241 0.2064 0.8361 -0.19 0.26 -0.09
C -0.2544 1.6152 -1.2215 -0.09 -0.05 0.34
C -0.6144 -2.0561 -0.7331 0.92 -2.76 -0.93
H 0.1862 1.4813 1.6091 0.00 -0.42 -0.16
H 5.1728 -4.1184 -1.7170 -0.26 -0.06 0.09
H 1.0243 0.1905 0.6749 -0.22 0.16 0.15
H 4.5326 -2.8268 0.3351 -0.26 -0.20 -0.30
H 3.4132 -5.0924 -3.1954 -0.19 0.17 0.40
N -0.8063 0.7753 -0.1645 0.02 -0.57 -0.27
C 3.1287 -4.5121 -2.3132 -0.18 0.46 0.56
H -0.1952 -1.2231 -1.3059 0.02 -0.36 0.51
C -2.2066 1.0088 0.1585 0.42 0.13 -0.02
H -0.4497 -0.2043 1.6200 0.27 0.25 0.05
H 0.7401 1.2297 -1.4936 -0.24 0.21 0.00
C 1.4243 -3.4402 -0.9365 1.43 -0.66 -0.21
C 3.7692 -3.2264 -0.3377 -0.13 -0.14 -0.49
```
Forces are in eV/Å.

Summary:
Total charge: +1
HOMO energy in eV: -11.571

=====

(3)
Formula: C42H52N6O3PSV
Source: the Open Molecules 2025 dataset
Level of theory: the ωB97M-V functional and the def2-TZVPD basis

Structure (XYZ):
```
106
Properties=species:S:1:pos:R:3:forces:R:3
C -1.9699 -6.6631 -3.5997 0.03 0.07 0.08
H 1.8410 0.4225 -4.2424 -0.01 0.06 0.02
H -3.9018 2.9619 -1.5934 0.01 -0.01 0.00
H -4.6416 -2.5494 -2.2548 -0.03 0.01 -0.02
C -3.6360 -2.4108 -1.9045 0.03 -0.12 0.00
H 1.7342 1.6706 3.8745 0.00 -0.02 0.01
H -1.1833 3.3436 7.7262 -0.03 0.00 0.03
C -1.7421 1.2680 7.4630 -0.09 0.01 0.02
C -2.8068 -6.6422 -4.7108 0.04 -0.35 -0.22
H -2.6049 2.4263 0.3642 -0.01 0.00 -0.07
N 0.9401 1.9189 3.3008 0.01 -0.02 -0.11
C 0.9319 4.9694 4.0445 -0.02 -0.04 0.10
H -2.1356 -2.6117 1.8597 0.01 0.07 -0.02
C -2.8525 3.2589 -1.6557 -0.03 0.01 0.02
S -1.5832 1.4417 2.5828 0.02 -0.04 0.04
N -1.7389 -1.7500 -0.9198 -0.31 -0.25 -0.25
H 6.6792 -0.5493 0.6572 0.02 0.00 0.02
H -1.3408 -1.1378 4.9680 0.00 -0.01 0.04
H 1.1299 2.4898 -0.5564 0.01 -0.04 -0.03
C -1.3005 -0.0530 6.8371 0.00 -0.10 0.04
C 4.6153 -0.6266 1.2241 0.13 0.01 -0.03
H -1.7768 1.1295 8.5458 0.01 0.00 0.01
H -1.2690 3.1980 -3.1276 0.01 -0.02 -0.01
H 6.1636 -0.0611 -1.7220 0.02 0.00 -0.01
C 1.7292 3.7474 -3.6342 -0.01 0.01 0.06
C 5.6535 -0.4720 0.3243 -0.04 -0.01 0.01
H 0.3514 2.8992 1.5854 0.04 -0.01 0.02
H -0.8125 -2.1151 2.6998 0.03 -0.01 -0.06
C 2.2550 3.7040 2.2277 0.05 -0.02 -0.01
C 1.4165 -1.5726 -2.5373 -0.15 -0.03 0.11
C 1.4664 1.2981 -2.3125 -0.13 0.01 0.24
H -2.0540 -1.0881 2.5101 -0.01 0.00 -0.04
H -0.1788 -0.7923 -3.7582 0.04 -0.03 -0.01
C 4.0483 -0.1155 -1.4193 0.01 -0.01 0.02
H -2.8074 4.3452 -1.6073 0.01 0.00 0.01
H -4.1166 -3.5432 -4.3737 -0.01 0.03 0.02
H 0.6728 0.4553 5.1733 0.01 0.02 0.01
H -0.9131 2.7570 6.0946 -0.03 -0.02 -0.02
C 0.5129 -1.6116 -3.6020 -0.08 0.05 -0.01
H 2.7610 3.8699 1.2724 0.00 0.01 0.00
H 0.0638 4.3104 4.0490 -0.02 -0.01 -0.04
H 1.8326 4.6943 -4.1468 0.00 0.01 -0.01
C -2.0424 2.6038 -0.5486 0.04 0.04 0.00
C 1.8437 2.5585 -4.3364 0.00 -0.03 0.05
H -1.2880 -5.5961 -1.8781 -0.01 0.03 0.04
O 1.0097 -0.5294 1.5652 1.14 -0.40 0.93
C -3.5912 -5.5277 -4.9823 -0.04 0.12 0.02
C -2.2056 2.6815 -2.9093 0.00 0.04 -0.07
H -1.0799 0.8153 -3.0015 -0.04 0.02 0.03
H 0.8844 5.3217 1.9264 0.00 0.01 -0.01
H -0.2911 -0.3117 7.1787 0.01 0.00 -0.01
H 4.8108 -0.8120 2.2714 -0.02 0.01 -0.01
H 1.6159 4.6166 4.8203 0.02 -0.01 -0.01
C 1.6136 5.0127 2.6830 -0.01 0.06 -0.06
N -1.5238 -1.8208 2.0344 0.07 0.15 0.08
C -1.9198 -5.5683 -2.7541 -0.03 -0.16 -0.12
C 1.4830 3.7174 -2.2656 0.03 -0.01 -0.11
C 1.3247 -3.7703 -4.2768 -0.02 0.00 0.00
C -0.2202 1.3080 3.5863 0.19 0.02 0.00
C -3.0813 -1.4587 -1.1172 0.21 0.05 0.11
O 2.5955 -0.6823 3.1076 0.13 0.03 -0.23
C 1.3439 2.5022 -1.6184 -0.09 0.03 0.07
H -1.9493 -0.8514 7.2058 0.00 0.02 0.01
C -2.6994 -4.4595 -3.0418 0.00 0.38 0.28
C 2.2751 -0.6109 1.9371 -1.08 0.11 -0.41
C 1.2817 2.5483 2.0355 -0.10 0.08 0.13
C 1.7194 1.3394 -3.6776 0.10 -0.08 -0.14
N -0.2222 0.6185 4.7351 -0.06 -0.20 -0.07
C -3.5340 -4.4242 -4.1462 0.03 -0.17 -0.14
H 3.8401 0.0854 -2.4623 0.00 0.01 -0.02
H -2.8431 2.7254 -3.7912 0.00 0.01 0.01
P 1.2963 -0.2249 -1.2899 0.54 0.01 -0.21
H 0.1782 2.2840 7.3944 0.01 -0.02 0.01
C 3.2859 -0.5312 0.8177 -0.02 0.01 0.28
C 2.9850 -0.2900 -0.5300 -0.05 0.01 -0.15
H -2.7999 0.6128 -2.6054 0.00 0.06 -0.02
H 3.0426 3.4038 2.9288 -0.01 0.00 0.01
C -0.8690 2.4762 7.1466 0.09 0.05 -0.03
C -1.9251 1.2578 -2.4747 0.19 -0.07 -0.01
H -3.5369 -0.5829 -0.6889 0.00 -0.01 0.04
C 0.4736 -2.6897 -4.4727 0.02 -0.03 0.05
O -1.5875 1.3349 -1.0791 -0.17 -0.25 0.31
H -1.3717 -7.5388 -3.3919 0.00 -0.01 -0.01
H 2.9741 -2.6693 -1.5364 0.00 0.02 0.01
H -0.2242 -2.6868 -5.3001 -0.01 -0.01 -0.02
H 1.7089 1.7945 1.3666 0.01 0.07 0.02
V -0.4290 -0.6952 0.3907 -0.71 0.55 -0.52
H 2.8881 -4.5870 -3.0561 0.01 -0.01 0.00
H 2.3851 5.7862 2.6908 0.01 0.00 0.01
N -2.6278 -3.3118 -2.1858 -0.08 -0.22 -0.20
H -2.7714 1.4722 7.1530 0.00 0.01 0.00
H -1.1591 3.1960 -0.2944 -0.02 -0.01 0.01
H 2.0428 2.5737 -5.3994 0.00 -0.01 -0.02
H 0.5905 5.9617 4.3381 0.01 0.03 -0.02
H -0.5670 -3.3751 -1.6415 0.08 -0.01 -0.06
C -2.8536 -7.7930 -5.5883 -0.03 0.36 0.27
C -1.5161 -2.8723 -1.5711 0.18 0.09 0.07
C -1.3480 -0.0989 5.3156 0.01 0.18 -0.06
N -2.8918 -8.7073 -6.2797 0.01 -0.10 -0.09
C 2.2163 -3.7539 -3.2146 -0.01 0.04 0.01
H 1.2966 -4.6151 -4.9522 0.00 -0.01 -0.01
H -4.2339 -5.5194 -5.8511 0.00 -0.01 -0.01
H -2.2617 0.3663 4.9438 0.03 -0.02 0.02
H 1.3950 4.6406 -1.7077 0.00 0.02 0.01
C 5.3659 -0.2028 -1.0055 -0.03 0.00 -0.02
C 2.2661 -2.6614 -2.3552 -0.01 -0.08 0.05
```
Forces are in eV/Å.

Summary:
Expectation value of S²: 0.756
2S+1: 2
Total charge: +1
HOMO energy (spin up / spin down) in eV: -9.764 / -9.230

=====

(4)
Formula: C20H15AsF9N2OS6Tc
Source: the Open Molecules 2025 dataset
Level of theory: the ωB97M-V functional and the def2-TZVPD basis

Structure (XYZ):
```
55
Properties=species:S:1:pos:R:3:forces:R:3
C -0.9883 2.1674 2.2618 -0.23 0.28 0.23
F -4.1288 -3.4504 0.4013 0.05 0.03 -0.10
S -0.2933 -2.6733 -2.5646 -0.04 -0.16 -0.12
F -3.3391 -2.7838 -1.5071 0.01 -0.07 0.13
C 0.2997 1.7407 -1.6742 -0.20 -0.17 0.04
H 5.7801 -2.0429 0.4955 -0.07 0.00 -0.02
H -0.7856 4.1340 -3.8114 0.07 -0.07 0.04
H 2.1041 -4.1925 1.0004 0.04 0.08 -0.01
C 4.0223 -3.2430 0.8059 0.05 0.01 0.01
C -0.0935 3.4795 -3.2902 0.00 0.00 0.01
F -3.9169 0.7024 0.5585 -0.11 -0.14 -0.12
S 2.9152 -0.0215 -4.8585 0.04 0.00 -0.02
S -0.5784 -0.6373 -2.6673 -0.01 0.48 0.62
C 2.1522 2.7009 -2.9517 0.21 0.00 -0.07
C -0.1225 1.2880 2.8575 0.10 0.07 0.32
F -3.6318 -0.0998 -1.4268 -0.10 0.04 0.11
C -0.5816 2.5886 -2.3465 0.07 0.06 -0.05
H 0.8563 -2.2814 0.1016 0.05 -0.03 -0.04
H -1.6471 2.5551 -2.1364 0.10 -0.01 -0.03
H -2.3621 3.8244 2.3133 0.02 -0.03 0.03
F -2.4704 -0.3503 2.4924 -0.09 -0.21 -0.01
C 1.6514 1.7838 -2.0273 0.07 0.02 -0.03
O -1.5745 -1.0271 0.0109 -0.42 -0.20 0.03
H -0.4990 0.4245 4.7750 0.00 0.02 -0.01
C 1.2742 3.5562 -3.5770 -0.05 0.09 -0.04
H 3.2126 2.6936 -3.1826 -0.13 -0.01 0.00
H 1.1600 0.9789 4.5545 -0.03 0.00 0.00
As 1.1983 -1.1041 -4.7691 0.12 -0.28 0.02
C 2.6414 -3.3001 0.7001 -0.04 -0.03 0.01
F -4.1940 -1.6524 2.3750 0.16 0.03 -0.01
C -3.0912 -2.8525 -0.1953 0.18 0.17 0.04
H 4.5156 -0.1221 -0.4417 0.00 -0.06 0.01
Tc -0.1455 0.2693 -0.2630 -0.60 0.56 0.22
N 2.4742 0.7908 -1.5218 0.11 0.46 -0.22
C -2.8259 -1.4184 0.3838 0.10 0.09 0.21
H 4.5711 -4.0893 1.2049 -0.04 0.08 -0.04
C -2.9385 -1.4841 1.9474 0.15 0.04 -0.16
C 2.6218 -1.0887 -0.2227 -0.02 0.18 -0.07
S -1.1174 2.1462 0.5830 0.46 -0.88 -0.43
H -1.1389 3.8612 3.5913 -0.03 -0.03 -0.02
C 0.1176 1.2160 4.3416 -0.05 0.06 -0.10
H 1.6352 4.2660 -4.3112 -0.03 -0.04 0.05
F -2.1885 -2.4901 2.4181 -0.14 0.14 0.00
C 1.9362 -2.2175 0.1948 -0.13 -0.08 -0.02
C -1.7904 3.2077 3.0064 0.11 -0.13 -0.02
S 0.7495 0.2417 1.8662 -0.21 -0.05 -0.59
H -0.1406 2.1526 4.8358 0.03 -0.02 -0.02
S 1.6740 -2.7627 -3.2408 0.01 0.20 -0.09
F -2.0147 -3.6192 -0.0137 -0.13 0.01 -0.04
H -2.4912 2.7264 3.6934 0.03 0.02 -0.04
C 4.7017 -2.0969 0.4033 -0.02 -0.04 0.02
C -3.9075 -0.4301 -0.1683 0.22 -0.09 0.04
C 4.0056 -1.0190 -0.1155 -0.01 0.15 -0.08
F -5.1333 -0.9624 -0.1222 0.10 0.12 -0.03
N 1.8600 0.0167 -0.7667 0.25 -0.67 0.48
```
Forces are in eV/Å.

Summary:
HOMO energy (spin up / spin down) in eV: -7.579 / -7.579